# 1
# C9H12NS

The ion C9H12NS with charge +1 (ωB97M-V/def2-TZVPD, OMol25).

Positions of all 23 atoms, in Å:
C -1.66605 1.51061 1.83543
C -2.73236 1.32832 0.96987
C -0.57083 0.73725 1.75438
C -2.64377 0.47616 -0.12082
C -0.37714 -0.06905 0.64536
C -1.40118 -0.09277 -0.29194
C 0.85917 -0.87288 0.46292
C 1.85797 -0.38099 -0.50931
C 2.87170 -1.28621 -1.02356
N 1.72876 0.84416 -0.91978
S -1.17887 -1.09318 -1.77045
H -1.77998 2.32528 2.59716
H -3.78292 1.68099 1.32558
H 0.16706 0.83970 2.61978
H -3.33369 0.25251 -0.89533
H 1.47423 -1.26368 1.30526
H 0.47384 -1.80708 0.02661
H 3.78252 -0.98492 -1.62926
H 2.36405 -1.92258 -1.72331
H 3.14755 -1.83234 -0.12806
H 0.98490 1.43067 -0.64739
H -2.45822 -1.09097 -2.05091
H 2.21325 1.27100 -1.83223

HOMO-LUMO gap: 7.95 eV
SMILES: CC(=[NH2+])Cc1ccccc1S
Total charge: +1

Atom charges from the Löwdin analysis, given in e for atoms 1 to 8: C -0.102; C -0.057; C -0.054; C -0.090; C -0.289; C -0.528; C -0.115; C -0.299


# 2
# C9H12NSe

The ion C9H12NSe with charge +1 (ωB97M-V/def2-TZVPD, OMol25).

Positions of all 23 atoms, in Å:
C -3.66838 0.63263 0.23386
C -3.21837 -0.10764 -0.89666
C -2.82230 1.24751 1.09204
C -1.82434 -0.21347 -1.07684
C -1.46582 1.24706 0.86446
C -0.89403 0.52096 -0.17085
C 2.98736 -1.12220 0.40829
C 3.24343 -0.01787 -0.55125
C 0.50093 0.32880 -0.49258
N 1.60327 -1.47371 0.68803
Se 1.84194 1.44187 -0.01628
H -4.78933 0.74904 0.21164
H -4.00396 -0.25067 -1.64996
H -3.24329 2.15316 1.74047
H -1.40038 -0.70249 -1.92848
H -0.77634 1.87371 1.52195
H 3.64580 -1.89782 0.10043
H 3.51000 -0.64551 1.31231
H 4.19502 0.54772 -0.54133
H 3.09413 -0.15326 -1.57937
H 0.74569 -0.33797 -1.21420
H 1.28961 -2.27049 0.25707
H 1.44937 -1.54936 1.68723

HOMO-LUMO gap (spin up / spin down): 7.89 / 7.89 eV
Total charge: +1

Atom charges from the Löwdin analysis, given in e for atoms 1 to 8: C -0.065; C -0.034; C -0.087; C 0.027; C -0.051; C -0.268; C -0.323; C -0.328


# 3
# C9H12O

A structure of composition C9H12O (ωB97M-V/def2-TZVPD, OMol25).

Positions of all 22 atoms, in Å:
C 1.29881 2.35769 -0.37193
C 1.15549 1.21034 -0.04485
C -2.75646 0.94155 -0.46858
C 2.32724 -1.36829 -0.91226
C -1.58107 0.68570 -1.03371
C 1.64337 -1.12743 0.22125
C 0.13385 -0.04715 1.74993
C -0.80295 -0.52129 -0.74826
C 0.77447 -0.07475 0.40465
O -1.41562 -1.61886 -0.07015
H 1.70661 3.25916 -0.50726
H -3.33053 1.87864 -0.54390
H -3.14647 0.17980 0.36072
H 3.03356 -2.14599 -1.03557
H 2.31371 -0.76974 -1.80024
H -0.98175 1.36648 -1.65238
H 1.76688 -1.90766 0.94881
H 0.04563 -1.01810 2.25256
H 0.63439 0.48963 2.51933
H -0.82171 0.35083 1.70081
H -0.19419 -0.87730 -1.68775
H -1.80325 -1.24327 0.71878

HOMO-LUMO gap: 8.61 eV

Atom charges from the Löwdin analysis, given in e for atoms 1 to 8: C 0.160; C -0.103; C 0.024; C 0.045; C -0.179; C -0.168; C -0.048; C -0.216


# 4
# C9H12O2S

The molecule C9H12O2S (ωB97M-V/def2-TZVPD, OMol25).

Positions of all 24 atoms, in Å:
C -2.57746 -0.07455 -0.02108
C -2.42061 -2.66836 0.01509
C -1.30192 -0.50557 -0.17157
C -1.24681 -1.96262 -0.09494
C 1.11639 -0.50749 -0.59449
C 1.11129 -1.83591 0.11645
C -0.09228 0.36932 -0.09522
C -0.13214 1.62687 -1.03993
C 0.24078 0.74220 1.42824
O -4.85498 -1.34562 -0.70424
O -0.06228 -2.61484 -0.18090
S -3.77044 -1.42989 0.33743
H -2.86807 0.92377 0.05170
H -2.49160 -3.77979 -0.06850
H 2.14733 0.04647 -0.52248
H 1.04529 -0.73906 -1.69730
H 1.87372 -2.39239 -0.40494
H 1.20307 -1.76283 1.18703
H 0.80676 2.21905 -1.18347
H -0.72275 2.30311 -0.40705
H -0.39893 1.35470 -2.13669
H 1.27965 0.83699 1.39027
H -0.02439 -0.14963 1.98499
H -0.37291 1.60634 1.91382

HOMO-LUMO gap: 8.65 eV

Atom charges from the Löwdin analysis, given in e for atoms 1 to 8: C -0.129; C -0.133; C -0.196; C -0.324; C -0.143; C -0.168; C -0.472; C -0.045


# 5
# C9H12RuSe3Te

A structure of composition C9H12RuSe3Te (ωB97M-V/def2-TZVPD, OMol25).

Positions of all 26 atoms, in Å:
Ru 0.77433 -0.05742 -0.67138
C -0.20676 -2.90671 0.85437
C -0.38263 -1.42877 0.67376
C 0.32955 -0.50333 1.48297
C 0.19212 0.89048 1.32446
C 0.91888 1.84738 2.22425
C -0.62386 1.35140 0.25563
C -1.42737 0.47238 -0.52222
C -2.39899 0.98989 -1.54411
C -1.26690 -0.91349 -0.31079
H 0.62625 -3.27651 0.25524
H -1.10430 -3.44063 0.54847
H 0.00144 -3.14080 1.89697
H 1.00738 -0.88452 2.23718
H 1.92930 2.05439 1.87199
H 0.99342 1.43177 3.22762
H 0.38885 2.79623 2.27999
H -0.68421 2.41612 0.06696
H -1.97356 1.02660 -2.54717
H -2.72199 1.99704 -1.28797
H -3.27542 0.34503 -1.58140
H -1.81757 -1.60729 -0.93444
Se 0.66119 -0.10155 -2.96453
Se 2.64869 -0.05149 -4.08932
Te 4.35014 0.38702 -2.40730
Se 3.06203 0.30679 -0.33925

HOMO-LUMO gap (spin up / spin down): 6.25 / 6.14 eV
Total charge: +2

Atom charges from the Löwdin analysis, given in e for atoms 1 to 8: Ru 0.510; C 0.006; C -0.305; C -0.081; C -0.321; C -0.005; C -0.061; C -0.334


# 6
# C9H12S

A cluster of 2 separate species, C9H12S in total (ωB97M-V/def2-TZVPD, OMol25).

Positions of all 22 atoms, in Å:
C 3.36335 0.08761 -0.01027
C 2.68940 -0.92385 -0.67503
C 2.65985 1.14487 0.54372
C 1.30990 -0.88176 -0.78061
C 1.28498 1.20814 0.41384
C 0.62046 0.19454 -0.25318
C -1.44647 0.14990 -2.06813
C -1.63873 1.80279 0.15040
C -1.62308 -1.42512 1.36650
S -1.17916 0.27400 -0.41292
H 4.43856 0.04942 0.07799
H 3.23661 -1.74531 -1.11081
H 3.18580 1.92422 1.07292
H 0.77408 -1.67905 -1.27376
H 0.71820 2.03693 0.80729
H -2.49510 0.16320 -2.32468
H -0.88262 -0.63356 -2.54593
H -2.55691 2.11855 -0.32086
H -1.72000 1.80390 1.23095
H -0.93449 -2.21197 1.12714
H -1.39691 -0.85550 2.24594
H -2.65988 -1.64568 1.19876

Multiplicity: 3
HOMO-LUMO gap (spin up / spin down): 6.97 / 5.65 eV

Atom charges from the Löwdin analysis, given in e for atoms 1 to 8: C -0.082; C -0.078; C -0.071; C -0.094; C -0.075; C -0.373; C -0.232; C -0.346


# 7
# C9H13BN3O3S4Ta

A structure of composition C9H13BN3O3S4Ta (ωB97M-V/def2-TZVPD, OMol25).

Positions of all 34 atoms, in Å:
Ta 0.12332 1.25743 -0.73452
N -2.36725 0.54953 0.35109
N -2.98360 -0.48711 -0.35363
C -2.53889 -0.94819 -1.52341
N -3.23880 -1.87688 -2.14481
S -1.10527 -0.40466 -2.28618
H -2.20349 0.24373 1.30735
H -2.99280 1.35145 0.37971
H -3.84272 -0.86818 0.02159
H -4.10143 -2.25998 -1.78417
H -2.90078 -2.24418 -3.02219
S 2.60811 4.98130 -0.14321
C 1.66197 3.68758 -0.24659
S 2.06179 2.41320 -1.46906
S 0.25046 3.30776 0.69398
O 1.30446 -1.51119 -0.01725
B 1.10384 -0.25088 0.50110
O 1.68640 -0.10825 1.73000
C 2.28455 -1.32135 2.00235
C 2.99650 -1.71314 3.11587
C 3.47127 -3.01551 3.11209
C 3.24708 -3.87647 2.03400
C 2.53542 -3.47557 0.91374
C 2.05585 -2.18217 0.92767
H 3.17317 -1.03539 3.93933
H 4.03218 -3.37342 3.96397
H 3.64094 -4.88242 2.07204
H 2.36992 -4.13738 0.07515
C -2.26044 3.92552 -2.01651
O -1.38410 2.81879 -2.33667
H -3.24079 3.77610 -2.46759
H -1.83886 4.86475 -2.37059
H -2.35577 3.96439 -0.93426
H -1.25223 2.83074 -3.29043

HOMO-LUMO gap: 5.12 eV
Total charge: +2

Atom charges from the Löwdin analysis, given in e for atoms 1 to 8: Ta 1.234; N 0.037; N -0.036; C -0.739; N 0.165; S 0.734; H 0.131; H 0.126


# 8
# C9H13BNO2

The ion C9H13BNO2 with charge +1 (ωB97M-V/def2-TZVPD, OMol25).

Positions of all 26 atoms, in Å:
B 1.25205 -1.38916 -2.37509
C -2.81037 0.81181 1.91821
C -1.86649 1.35575 2.81064
C -2.38154 0.46347 0.61249
C -0.59263 1.31762 2.34051
C -1.06799 0.55993 0.16285
C -0.12353 0.99991 1.11703
C -0.77080 -0.05111 -1.15349
C 1.28390 0.80977 0.77601
C 0.74549 -0.12060 -1.35504
N 1.45121 -0.34244 -0.07570
O 1.49262 -1.05212 -3.64111
O 1.34335 -2.52645 -1.69505
H -3.83038 0.54494 2.22410
H -2.01956 1.46329 3.80399
H -3.21493 -0.03852 0.16714
H 0.22539 1.65442 2.97425
H -1.15471 -1.06860 -1.10270
H -1.39083 0.44788 -1.83071
H 1.73066 1.62128 0.19273
H 1.86516 0.60270 1.78679
H 1.07212 0.81641 -1.69754
H 2.38438 -0.56038 -0.24446
H 1.01674 -1.23294 0.16040
H 1.84608 -1.62191 -4.33363
H 1.51735 -3.40349 -2.03452

HOMO-LUMO gap: 9.46 eV
SMILES: OB(O)[C@H]1Cc2ccccc2C[NH2+]1
Total charge: +1

Atom charges from the Löwdin analysis, given in e for atoms 1 to 8: B -0.600; C -0.021; C -0.031; C -0.019; C -0.063; C -0.158; C -0.188; C -0.066


# 9
# C9H13Br

The molecule C9H13Br (ωB97M-V/def2-TZVPD, OMol25).

Positions of all 23 atoms, in Å:
C 1.81847 0.36657 0.05800
C 3.03675 0.77780 0.28765
C -0.30414 -0.48305 -1.22324
C 0.62442 -0.07415 -0.14765
C -0.56932 -0.86756 0.18924
C 3.48470 2.13044 0.74064
C -1.28492 0.44318 -1.94032
C -1.59276 -0.22404 1.15046
C -0.36421 -2.35512 0.59448
Br 4.33415 -0.57232 0.03156
H 0.00554 -1.23730 -1.97962
H 2.69761 2.76054 1.08020
H 3.84352 2.55980 -0.21683
H 4.38391 2.21125 1.30738
H -0.65184 0.86612 -2.68576
H -1.72865 1.12843 -1.28965
H -1.94976 -0.22609 -2.34824
H -2.52030 -0.59789 0.75598
H -1.44680 0.83378 0.84617
H -1.49166 -0.46820 2.22453
H -0.11212 -2.29016 1.65161
H 0.41205 -2.78449 -0.02376
H -1.34726 -2.77450 0.32928

HOMO-LUMO gap: 9.07 eV
SMILES: CC(Br)=C=C1[C@H](C)C1(C)C

Atom charges from the Löwdin analysis, given in e for atoms 1 to 8: C -0.049; C -0.753; C -0.215; C -0.119; C -0.453; C -0.127; C -0.029; C -0.016


# 10
# C9H13ClN2O2

The molecule C9H13ClN2O2 (ωB97M-V/def2-TZVPD, OMol25).

Positions of all 27 atoms, in Å:
C -2.34145 -0.89589 -0.83000
C -3.40648 1.97951 -0.59541
C -3.42868 -0.38162 -0.26003
C -1.34233 0.12571 -1.40465
C -0.58726 0.71235 -0.28943
C 1.17773 -1.17842 -0.51652
C 0.18516 -0.37228 1.70656
C 1.77459 1.16176 0.38619
C 0.67171 0.09437 0.29676
N -3.86703 0.83186 -0.38294
N -1.01373 1.78920 0.34443
O -0.59001 2.40507 1.28129
O -2.24095 2.45897 -0.30281
Cl -4.45995 -1.36600 0.76388
H -2.07167 -1.95023 -0.93359
H -4.10283 2.83309 -0.79669
H -0.70440 -0.41350 -2.02014
H -1.90376 0.88241 -2.00982
H 1.44945 -0.99024 -1.64941
H 0.43664 -2.00426 -0.28030
H 2.17464 -1.66787 -0.29241
H 0.20515 0.51037 2.44576
H -0.77866 -0.79240 1.39404
H 0.99663 -0.97406 2.19238
H 1.92220 1.52465 -0.58104
H 2.74253 0.70677 0.86564
H 1.61732 2.09214 0.99934

HOMO-LUMO gap (spin up / spin down): 8.89 / 8.90 eV
SMILES: CC(C)(C)/C1=[N+](\[O-])O/C=N\C(Cl)=C/C1

Atom charges from the Löwdin analysis, given in e for atoms 1 to 8: C -0.101; C -0.232; C -0.787; C -0.099; C -0.155; C -0.053; C -0.032; C -0.056


Question: What is the formula in the sixth record?
Answer: C9H12S